Record 1
A structure of composition C31H56O8PrSSb at a distorted geometry, computed with ωB97M-V with the def2-TZVPD basis set.

CARTESIAN COORDINATES (ANGSTROEM)
Pr 1.97 2.72 -2.14
C 3.70 4.39 0.08
C 4.84 3.73 -0.66
O 4.52 3.17 -1.93
C 5.44 2.07 -2.32
C 4.80 0.77 -1.82
O 3.45 0.62 -2.33
C 3.45 0.17 -3.74
C 2.31 0.64 -4.64
O 1.98 2.02 -4.57
C 1.07 2.50 -5.59
C 0.46 3.76 -5.13
O 0.42 3.82 -3.63
C -0.53 4.77 -3.13
C -0.86 4.56 -1.68
O 0.36 4.36 -0.97
C 0.30 4.64 0.44
C 1.51 4.04 1.05
O 2.48 3.54 0.05
H 3.35 5.35 -0.30
H 3.94 4.52 1.16
H 5.29 2.94 -0.05
H 5.60 4.50 -0.81
H 6.37 2.30 -1.78
H 5.61 2.13 -3.40
H 4.77 0.80 -0.69
H 5.30 -0.08 -2.20
H 3.46 -0.94 -3.80
H 4.44 0.54 -4.11
H 1.39 0.00 -4.47
H 2.69 0.42 -5.63
H 0.38 1.63 -5.92
H 1.67 2.83 -6.44
H -0.55 3.97 -5.53
H 1.15 4.60 -5.30
H -1.43 4.70 -3.77
H -0.17 5.85 -3.33
H -1.50 3.66 -1.54
H -1.35 5.48 -1.29
H -0.58 4.12 0.79
H 0.17 5.68 0.69
H 1.20 3.15 1.56
H 2.04 4.62 1.80
O 4.63 -2.88 0.79
C 4.00 -2.64 -0.42
O 4.66 -2.84 -1.41
C 2.63 -2.04 -0.47
C 2.05 -1.20 0.54
C 0.98 -0.40 0.17
C 0.52 -0.32 -1.18
S -0.34 1.08 -1.72
C 0.85 -1.49 -1.96
C 1.91 -2.29 -1.66
H 3.86 -3.02 1.41
H 2.52 -1.02 1.55
H 0.61 0.30 0.89
H 0.21 -1.64 -2.83
H 2.11 -3.12 -2.34
C -3.89 -5.13 1.13
C -3.19 -3.89 0.66
C -4.07 -3.20 -0.37
C -1.74 -4.22 0.12
Sb -2.85 -2.36 2.45
C -4.55 -0.66 3.07
C -4.33 -0.17 4.52
C -4.38 0.44 2.03
C -5.76 -1.55 2.78
C -1.60 -3.15 4.30
C -0.68 -4.28 3.81
C -0.81 -1.89 4.71
C -2.67 -3.69 5.20
H -4.28 -5.69 0.28
H -4.76 -4.89 1.77
H -3.25 -5.82 1.64
H -3.87 -3.64 -1.40
H -3.91 -2.13 -0.48
H -5.14 -3.41 -0.12
H -1.83 -4.88 -0.76
H -1.17 -4.79 0.85
H -1.23 -3.28 -0.26
H -3.33 0.15 4.75
H -4.51 -0.90 5.25
H -4.98 0.67 4.66
H -3.38 0.89 2.04
H -5.15 1.23 2.19
H -4.65 0.19 0.99
H -5.61 -2.59 3.17
H -5.89 -1.71 1.72
H -6.72 -1.15 3.12
H -0.04 -4.04 2.96
H -1.37 -5.15 3.54
H -0.03 -4.57 4.63
H -0.25 -1.55 3.80
H -0.09 -2.10 5.52
H -1.42 -0.96 5.04
H -3.39 -4.35 4.69
H -3.18 -2.88 5.74
H -2.17 -4.36 5.90

Calculated values
HOMO (alpha / beta) in eV: -9.3 / -9.3
Charge: +2
Multiplicity: 3
⟨S²⟩: 2.00
Relative energy (zero: lowest compared OMol25 entry of this formula, charge and spin) in kcal per mole: 35.9
Gap between HOMO and LUMO (alpha / beta) in eV: 3.01 / 3.67

Atom charges from the Mulliken analysis, given in e for atoms 1 to 8: number 1, Pr, carries 1.574; number 2, C, carries -0.855; number 3, C, carries -0.575; number 4, O, carries -0.438; number 5, C, carries -0.763; number 6, C, carries -0.515; number 7, O, carries -0.070; number 8, C, carries -0.585

Record 2
A cluster of 13 separate species, C31H57Cl24F10I2NO2S2 in total at a distorted geometry, computed with ωB97M-V with the def2-TZVPD basis set.

CARTESIAN COORDINATES (ANGSTROEM)
C 2.79 -0.77 2.83
C 1.98 0.56 3.38
I 3.10 2.45 3.02
C 0.42 0.66 2.85
I -0.06 2.74 2.21
N 0.04 -0.38 1.82
C -1.47 -0.67 1.88
C -1.69 -1.77 3.07
C -3.29 -1.95 3.53
F -4.02 -2.58 2.42
F -3.21 -3.02 4.60
C -3.92 -0.66 4.24
F -2.78 0.26 4.62
F -4.51 -1.09 5.57
S -5.20 0.35 3.37
F -5.89 0.72 4.93
F -4.19 1.75 3.62
F -4.50 0.22 1.82
F -6.31 -0.93 3.15
F -6.37 1.40 2.69
S 0.55 0.04 0.21
O -0.57 0.73 -0.64
O 0.85 -1.32 -0.54
F 2.01 0.94 0.12
H 3.29 -0.53 1.79
H 3.60 -1.02 3.67
H 2.10 -1.75 2.80
H 1.96 0.45 4.57
H -0.25 0.50 3.82
H -1.97 0.34 2.19
H -1.84 -1.11 0.86
H -1.39 -2.83 2.62
H -0.98 -1.61 4.00
Cl 4.39 -3.21 3.01
C 5.71 -3.07 1.83
C 7.06 -2.87 2.51
Cl 7.19 -1.28 3.30
H 5.48 -2.24 1.16
H 5.72 -3.99 1.25
H 7.86 -2.92 1.76
H 7.25 -3.64 3.26
Cl -1.99 -3.30 -3.55
C -3.24 -2.17 -2.98
C -2.81 -1.41 -1.74
Cl -2.71 -2.48 -0.31
H -4.16 -2.74 -2.82
H -3.42 -1.46 -3.80
H -3.55 -0.64 -1.50
H -1.84 -0.93 -1.87
Cl -6.16 -5.21 6.33
C -6.15 -4.20 4.86
C -7.53 -4.07 4.24
Cl -8.10 -5.60 3.54
H -5.43 -4.64 4.16
H -5.78 -3.21 5.15
H -7.50 -3.34 3.42
H -8.27 -3.73 4.97
Cl -0.25 -5.12 5.41
C -0.72 -5.20 7.12
C -1.37 -3.91 7.60
Cl -0.22 -2.55 7.66
H 0.18 -5.43 7.71
H -1.42 -6.03 7.23
H -1.76 -4.04 8.61
H -2.20 -3.62 6.95
Cl -0.37 0.57 -5.15
C 0.76 -0.13 -3.97
C 2.13 0.51 -4.03
Cl 2.99 0.11 -5.54
H 0.81 -1.21 -4.15
H 0.31 0.03 -2.98
H 2.75 0.15 -3.21
H 2.07 1.60 -3.95
Cl -5.67 1.34 -6.89
C -5.34 -0.39 -7.20
C -6.20 -1.30 -6.34
Cl -5.76 -1.22 -4.61
H -4.28 -0.56 -7.03
H -5.56 -0.57 -8.26
H -6.07 -2.34 -6.65
H -7.27 -1.05 -6.43
Cl -9.25 -2.33 -6.24
C -9.72 -2.41 -4.52
C -10.37 -1.12 -4.05
Cl -9.22 0.24 -3.98
H -8.82 -2.64 -3.94
H -10.42 -3.24 -4.42
H -10.76 -1.25 -3.03
H -11.20 -0.83 -4.69
Cl 11.79 -4.65 2.39
C 10.93 -6.18 2.08
C 9.47 -5.96 1.72
Cl 8.52 -5.36 3.10
H 11.04 -6.81 2.97
H 11.45 -6.67 1.25
H 9.02 -6.91 1.41
H 9.37 -5.25 0.90
Cl 11.78 -5.87 -1.27
C 13.22 -4.93 -1.72
C 14.50 -5.53 -1.16
Cl 14.59 -5.37 0.62
H 13.07 -3.90 -1.38
H 13.27 -4.92 -2.82
H 15.37 -5.00 -1.56
H 14.59 -6.59 -1.41
Cl -1.54 3.20 -2.96
C -3.14 3.58 -3.64
C -3.05 4.60 -4.76
Cl -2.60 6.21 -4.17
H -3.78 3.92 -2.82
H -3.55 2.64 -4.02
H -4.03 4.70 -5.24
H -2.33 4.30 -5.53
Cl 1.46 8.35 -1.28
C -0.14 8.74 -1.97
C -0.05 9.76 -3.09
Cl 0.40 11.37 -2.49
H -0.78 9.08 -1.15
H -0.55 7.80 -2.35
H -1.03 9.86 -3.57
H 0.67 9.46 -3.85
Cl 4.46 13.87 -0.88
C 2.86 14.25 -1.56
C 2.95 15.27 -2.69
Cl 3.40 16.89 -2.09
H 2.22 14.60 -0.75
H 2.45 13.31 -1.95
H 1.97 15.38 -3.17
H 3.67 14.97 -3.45

Calculated values
HOMO in eV: -8.6
Gap between HOMO and LUMO in eV: 5.76

Atom charges from the Mulliken analysis, given in e for atoms 1 to 8: number 1, C, carries -0.864; number 2, C, carries -0.297; number 3, I, carries 0.025; number 4, C, carries -1.223; number 5, I, carries 0.201; number 6, N, carries 0.411; number 7, C, carries 1.451; number 8, C, carries -0.768

Record 3
A structure of composition C31H57HfN2O2P2S at a distorted geometry, computed with ωB97M-V with the def2-TZVPD basis set.

CARTESIAN COORDINATES (ANGSTROEM)
C -2.47 1.40 0.32
C -1.19 1.92 -1.59
C -3.29 2.49 0.08
C -1.83 3.19 -1.68
C -2.92 3.44 -0.87
H -4.19 2.56 0.68
H -1.49 3.88 -2.44
H -3.50 4.36 -0.95
N -1.36 1.17 -0.43
P -1.34 -0.35 2.24
P 0.13 -0.28 -2.70
C -2.79 0.50 1.51
H -3.25 1.10 2.31
H -3.55 -0.26 1.24
C -0.47 1.40 -2.70
H -0.17 2.14 -3.45
C 2.09 -0.58 -3.02
C -0.88 -0.70 -4.28
C -0.70 0.87 3.55
C -2.13 -1.83 3.11
C 2.83 -1.06 -1.75
H 2.51 -2.06 -1.43
H 3.90 -1.15 -2.01
H 2.78 -0.35 -0.91
C 2.33 -1.65 -4.09
H 1.94 -2.63 -3.77
H 1.93 -1.39 -5.07
H 3.42 -1.77 -4.21
C 2.69 0.76 -3.44
H 3.75 0.61 -3.68
H 2.20 1.21 -4.32
H 2.65 1.49 -2.62
C -0.85 -2.19 -4.62
H -1.23 -2.79 -3.79
H -1.49 -2.35 -5.49
H 0.15 -2.56 -4.86
C -2.37 -0.33 -4.07
H -2.75 -0.76 -3.14
H -2.53 0.75 -4.05
H -2.96 -0.74 -4.91
C -0.34 0.14 -5.44
H -0.48 1.21 -5.25
H 0.72 -0.03 -5.65
H -0.90 -0.11 -6.36
C -1.08 -2.49 4.01
H -1.50 -3.43 4.40
H -0.16 -2.74 3.47
H -0.81 -1.88 4.88
C -2.57 -2.85 2.04
H -3.33 -2.44 1.37
H -1.74 -3.23 1.44
H -3.02 -3.71 2.57
C -3.38 -1.47 3.92
H -4.13 -0.95 3.31
H -3.83 -2.42 4.27
H -3.17 -0.88 4.82
C -0.67 2.28 2.94
H -1.68 2.67 2.76
H -0.17 2.97 3.64
H -0.11 2.32 1.99
C 0.73 0.46 3.95
H 1.43 0.55 3.12
H 1.08 1.13 4.75
H 0.78 -0.57 4.33
C -1.57 0.94 4.81
H -2.61 1.19 4.59
H -1.52 0.02 5.42
H -1.17 1.75 5.45
Hf 0.20 -0.45 0.17
C -1.28 -1.57 -0.84
O -2.16 -2.25 -1.23
N 1.86 0.87 0.93
C 2.60 1.78 1.23
C 2.95 3.23 0.65
C 2.50 3.30 -0.80
C 2.24 4.30 1.46
C 4.46 3.51 0.65
H 3.16 2.69 -1.42
H 1.47 2.95 -0.96
H 2.57 4.33 -1.19
H 2.42 4.20 2.53
H 2.61 5.29 1.15
H 1.16 4.30 1.28
H 4.62 4.58 0.48
H 4.94 3.22 1.59
H 4.95 2.98 -0.17
C 1.86 -4.26 2.10
S 1.61 -3.70 0.41
C 0.21 -4.76 0.02
O 0.98 -2.26 0.67
H 2.41 -5.20 2.00
H 0.91 -4.42 2.61
H 2.47 -3.52 2.63
H -0.28 -5.12 0.93
H -0.51 -4.28 -0.65
H 0.68 -5.62 -0.50

Calculated values
HOMO (alpha / beta) in eV: -14.9 / -14.9
Charge: +3
Relative energy (zero: lowest compared OMol25 entry of this formula, charge and spin) in kcal per mole: 61.9
Gap between HOMO and LUMO (alpha / beta) in eV: 4.81 / 4.80

Atom charges from the Mulliken analysis, given in e for atoms 1 to 8: number 1, C, carries 0.220; number 2, C, carries 0.674; number 3, C, carries -0.725; number 4, C, carries -1.287; number 5, C, carries -1.053; number 6, H, carries 0.643; number 7, H, carries 0.607; number 8, H, carries 0.509

Record 4
A structure of composition C31H57N2O2OsP2S at a distorted geometry, computed with ωB97M-V with the def2-TZVPD basis set.

CARTESIAN COORDINATES (ANGSTROEM)
C -0.33 2.93 -0.54
C -0.12 1.56 -2.47
C -0.16 4.08 -1.31
C 0.27 2.70 -3.21
C 0.24 3.96 -2.63
H -0.31 5.04 -0.83
H 0.50 2.53 -4.26
H 0.53 4.84 -3.20
N -0.24 1.70 -1.08
P -0.15 1.51 1.85
P -1.16 -0.96 -2.00
C -0.67 3.03 0.93
H -0.24 3.95 1.36
H -1.77 3.15 1.02
C -0.54 0.35 -3.07
H -0.57 0.31 -4.15
C -0.35 -2.70 -2.09
C -2.81 -1.04 -3.02
C 1.63 2.03 2.38
C -1.22 1.72 3.42
C 0.43 -2.98 -0.79
H -0.20 -2.80 0.09
H 0.74 -4.03 -0.77
H 1.31 -2.35 -0.69
C -1.41 -3.82 -2.19
H -2.11 -3.76 -1.34
H -1.95 -3.82 -3.14
H -0.89 -4.80 -2.11
C 0.61 -2.79 -3.28
H 1.03 -3.81 -3.31
H 0.13 -2.59 -4.24
H 1.44 -2.08 -3.16
C -3.86 -1.89 -2.31
H -4.06 -1.51 -1.30
H -4.79 -1.82 -2.89
H -3.62 -2.95 -2.26
C -3.43 0.36 -3.17
H -3.62 0.83 -2.20
H -2.83 1.03 -3.78
H -4.40 0.23 -3.68
C -2.53 -1.56 -4.44
H -2.02 -0.81 -5.07
H -1.96 -2.49 -4.48
H -3.51 -1.76 -4.91
C -0.60 0.85 4.52
H -1.33 0.78 5.35
H -0.40 -0.17 4.16
H 0.32 1.28 4.94
C -2.65 1.23 3.15
H -3.16 1.84 2.38
H -2.67 0.18 2.86
H -3.22 1.33 4.08
C -1.37 3.17 3.90
H -1.84 3.81 3.14
H -2.04 3.15 4.77
H -0.45 3.64 4.24
C 2.39 2.48 1.13
H 2.03 3.45 0.75
H 3.45 2.61 1.38
H 2.34 1.75 0.32
C 2.31 0.83 3.05
H 2.43 -0.01 2.36
H 3.31 1.16 3.39
H 1.77 0.49 3.93
C 1.71 3.19 3.38
H 1.21 4.10 3.04
H 1.35 2.92 4.38
H 2.77 3.44 3.50
Os -0.60 -0.01 0.11
C -2.39 0.31 0.18
O -3.56 0.53 0.20
N 2.20 -0.76 0.45
C 3.28 -0.61 0.02
C 4.30 -0.43 -1.07
C 3.50 -0.37 -2.39
C 5.11 0.84 -0.83
C 5.24 -1.62 -1.05
H 3.10 -1.37 -2.62
H 2.64 0.33 -2.33
H 4.14 -0.05 -3.24
H 5.55 0.81 0.18
H 5.93 0.90 -1.56
H 4.50 1.75 -0.92
H 6.10 -1.44 -1.71
H 5.60 -1.78 -0.03
H 4.74 -2.53 -1.38
C -1.86 -4.07 1.90
S -2.20 -2.31 2.17
C -1.93 -2.38 3.97
O -0.92 -1.54 1.65
H -2.54 -4.60 2.58
H -0.82 -4.30 2.14
H -2.11 -4.33 0.87
H -0.86 -2.52 4.18
H -2.31 -1.46 4.43
H -2.51 -3.23 4.34

Calculated values
HOMO (alpha / beta) in eV: -15.8 / -18.1
Charge: +3
Multiplicity: 5
⟨S²⟩: 6.05
Relative energy (zero: lowest compared OMol25 entry of this formula, charge and spin) in kcal per mole: 2.5
Gap between HOMO and LUMO (alpha / beta) in eV: 6.91 / 5.95

Atom charges from the Mulliken analysis, given in e for atoms 1 to 8: number 1, C, carries 0.644; number 2, C, carries 1.118; number 3, C, carries -0.666; number 4, C, carries -1.119; number 5, C, carries -0.932; number 6, H, carries 0.639; number 7, H, carries 0.633; number 8, H, carries 0.527

It is found that the electronic energy values, taken in the order of the records, are -2971.5042; -14855.2932; -2603.3735; -2645.8930 hartree.